# 1
The following is a DFT calculation (the ωB97M-V functional and the def2-TZVPD basis) of a 2-piece molecular cluster, C2H3BrS2 overall at a distorted geometry.

Summary:
- relative energy (zero: lowest compared OMol25 entry of this formula, charge and spin) (kJ/mol) = 340.20
- orbital gap (spin up / spin down) (eV) = 7.102 / 7.932
- E_LUMO (spin up / spin down) (eV) = -1.2 / -0.4

Positions of all 8 atoms, in Å:
Br (2.403, -0.510, -0.413)
S (-0.562, -1.881, 0.033)
S (-2.380, 0.210, -1.217)
C (1.464, 1.054, -0.032)
C (-1.127, -0.254, -0.430)
H (-1.596, -2.723, -0.437)
H (0.934, 1.267, 0.860)
H (0.892, 1.652, -0.759)



# 2
The following is a DFT calculation (the ωB97M-V functional and the def2-TZVPD basis) of C31H37N3O2Se3TeW as an isolated structure.

Summary:
- orbital gap (eV) = 5.106
- net charge = +2
- E_LUMO (eV) = -9.0

Positions of all 78 atoms, in Å:
W (-0.501, -0.765, 0.038)
Te (-1.631, -0.886, 2.593)
Se (-3.424, -2.300, 1.502)
Se (-1.798, -2.824, -0.147)
Se (-1.667, 1.097, 1.065)
O (3.330, -2.204, 0.668)
O (-1.233, 0.025, -3.916)
N (1.267, -1.166, 0.837)
N (0.772, -1.486, -1.546)
N (-1.029, 0.225, -1.612)
C (1.097, -1.851, -3.858)
C (-3.184, 1.460, -1.671)
C (-1.742, 3.841, -1.993)
C (3.421, 1.400, 1.389)
C (-1.782, 1.473, -1.719)
C (0.849, 2.893, -3.534)
C (0.389, -1.310, -2.807)
C (2.412, -4.399, 2.897)
C (1.938, -2.064, -1.261)
C (0.473, 2.658, -2.067)
C (1.446, -1.941, 4.469)
C (-0.713, -0.312, -2.898)
C (1.131, 3.700, -1.163)
C (2.719, -2.626, -2.247)
C (2.264, -2.554, -3.562)
C (-3.833, 2.685, -1.761)
C (1.171, -3.558, 2.578)
C (1.350, -2.140, 3.096)
C (1.450, -1.002, 2.274)
C (1.728, 0.426, 4.162)
C (1.610, -0.673, 5.000)
C (-4.562, -0.182, -2.959)
C (-1.035, 2.645, -1.906)
C (-0.076, -4.235, 3.153)
C (1.680, 0.288, 2.778)
C (-3.989, 0.181, -1.584)
C (-3.123, 3.864, -1.918)
C (1.683, 2.817, 2.528)
C (2.303, -1.858, 0.169)
C (1.966, 1.470, 1.870)
C (-5.105, 0.268, -0.544)
H (2.312, -5.395, 2.465)
H (3.629, 2.218, 0.698)
H (0.666, 2.883, 2.922)
H (1.931, 2.857, -3.661)
H (2.374, 3.015, 3.347)
H (-3.311, -0.626, -1.288)
H (-5.606, -0.696, -0.446)
H (-5.086, -1.138, -2.911)
H (3.644, 0.456, 0.890)
H (-1.003, -3.726, 2.869)
H (0.876, 4.714, -1.471)
H (-3.783, -0.247, -3.718)
H (0.509, 3.877, -3.860)
H (-4.914, 2.718, -1.729)
H (0.758, -1.688, -4.872)
H (-0.044, -4.283, 4.242)
H (0.816, 3.581, -0.125)
H (1.822, 3.620, 1.806)
H (0.392, 2.154, -4.194)
H (2.217, 3.612, -1.211)
H (-5.279, 0.575, -3.282)
H (3.319, -3.939, 2.509)
H (-3.652, 4.804, -1.997)
H (0.868, 1.679, -1.772)
H (-4.729, 0.563, 0.439)
H (2.529, -4.519, 3.975)
H (3.666, -3.078, -1.983)
H (1.392, -2.793, 5.135)
H (1.329, 1.398, 0.979)
H (1.888, 1.401, 4.598)
H (2.847, -2.994, -4.360)
H (-5.866, 0.992, -0.835)
H (4.104, 1.491, 2.235)
H (1.049, -3.533, 1.493)
H (-0.150, -5.257, 2.783)
H (1.669, -0.540, 6.072)
H (-1.203, 4.768, -2.133)



# 3
The following is a DFT calculation (the ωB97M-V functional and the def2-TZVPD basis) of H4NPS in the gas phase at a distorted geometry.

Summary:
- relative energy (zero: lowest compared OMol25 entry of this formula, charge and spin) (kJ/mol) = 69.75
- structure (SMILES) = N[PH2]=S
- orbital gap (eV) = 9.165
- E_LUMO (eV) = 0.1

Positions of all 7 atoms, in Å:
S (-2.350, 0.131, 0.168)
P (-0.480, -0.499, -0.019)
N (0.536, 0.803, -0.073)
H (0.370, 1.569, 0.570)
H (-0.070, -0.874, -1.434)
H (1.535, 0.461, -0.058)
H (0.460, -1.592, 0.846)



# 4
The following is a DFT calculation (the ωB97M-V functional and the def2-TZVPD basis) of an isolated ion of composition C4H10N4S and charge +2 at a distorted geometry.

Summary:
- relative energy (zero: lowest compared OMol25 entry of this formula, charge and spin) (kJ/mol) = 189.57
- orbital gap (eV) = 9.603
- net charge = +2
- E_LUMO (eV) = -7.8

Positions of all 19 atoms, in Å:
S (0.921, 0.134, -3.143)
N (-0.467, 1.343, -0.786)
N (-1.800, 0.170, 1.552)
N (1.374, -1.635, -1.207)
N (0.399, 0.289, -0.461)
C (-2.550, 1.004, 1.435)
C (0.886, -0.434, -1.463)
C (0.535, -0.091, 0.964)
C (-0.836, -0.815, 1.467)
H (-0.911, -1.605, 0.752)
H (0.979, -2.297, -0.582)
H (1.769, -2.083, -2.044)
H (-0.243, 2.268, -0.343)
H (1.251, -0.788, 1.127)
H (-0.708, -1.092, 2.542)
H (0.777, 0.920, 1.431)
H (0.843, 1.426, -3.006)
H (-0.437, 1.520, -1.782)
H (-3.321, 1.798, 1.326)



# 5
The following is a DFT calculation (the ωB97M-V functional and the def2-TZVPD basis) of a 2-piece molecular cluster, C67H84N3OSi overall at a distorted geometry.

Summary:
- orbital gap (eV) = 3.221
- net charge = +1
- E_LUMO (eV) = -4.6

Positions of all 156 atoms, in Å:
Si (5.444, 4.668, 4.257)
O (4.203, 3.877, 3.458)
N (-1.824, -3.434, -1.788)
N (0.984, 2.437, 2.263)
N (-0.467, -3.036, -3.483)
C (-0.505, 1.765, -4.669)
C (-1.060, 1.105, -3.569)
C (-1.522, -5.359, 1.693)
C (-5.174, -1.477, -2.615)
C (5.667, 6.300, 3.401)
C (-6.303, 3.036, 3.692)
C (-0.600, 1.190, -5.949)
C (0.311, -4.547, 0.286)
C (-1.405, 2.514, 2.034)
C (-1.298, -0.017, -6.142)
C (-2.622, 2.928, 1.479)
C (0.484, -2.431, -4.360)
C (-6.131, -3.383, -1.314)
C (-4.237, -1.595, 0.179)
C (-4.879, 3.912, 1.933)
C (1.346, -1.406, -3.872)
C (2.382, -1.286, -6.069)
C (-2.360, -2.157, 1.579)
C (-2.557, -3.141, -0.598)
C (-4.843, -2.803, -1.915)
C (-1.797, -1.102, -2.621)
C (-1.836, -0.678, -5.049)
C (1.038, 7.386, 4.653)
C (0.723, -5.262, -6.684)
C (-3.472, -1.367, 1.314)
C (6.924, 3.545, 4.056)
C (-0.793, -4.092, 1.229)
C (1.259, 1.179, 6.197)
C (5.016, 4.878, 6.054)
C (-0.152, -4.016, -6.487)
C (1.433, 2.241, 5.304)
C (2.121, 4.894, 4.025)
C (3.723, 1.549, 4.924)
C (-0.136, 3.134, 2.009)
C (3.227, 1.846, 1.816)
C (2.823, 3.580, 3.646)
C (2.443, 0.561, 2.082)
C (-3.855, 2.969, 2.234)
C (2.064, 5.886, 3.043)
C (2.346, 3.019, 2.275)
C (0.669, -2.958, -5.673)
C (-3.837, -2.541, -0.763)
C (-0.437, -3.444, -7.892)
C (1.749, 5.179, 5.343)
C (2.304, 0.279, 6.419)
C (-1.437, -2.442, -2.690)
C (-4.072, 2.119, 3.354)
C (-1.882, -3.104, 0.674)
C (-1.578, -0.206, -3.730)
C (1.513, 7.132, 3.360)
C (-1.306, -4.647, -2.213)
C (2.982, -2.148, -2.142)
C (-0.035, -3.472, 2.424)
C (0.853, -1.344, -1.239)
C (1.174, 6.420, 5.652)
C (-4.391, -3.791, -2.982)
C (-5.286, 2.135, 4.040)
C (-6.058, 3.968, 2.667)
C (0.975, 0.972, 2.198)
C (2.301, 0.304, -2.260)
C (-1.493, -4.467, -5.929)
C (1.830, -1.155, -2.389)
C (1.759, -2.476, -6.405)
C (3.536, 0.469, 5.792)
C (-0.429, -4.394, -3.195)
C (2.668, 2.428, 4.674)
C (2.076, -0.702, -4.844)
H (4.692, 1.709, 4.443)
H (1.036, -5.143, 0.862)
H (1.922, 4.450, 6.139)
H (-3.550, -3.401, -3.566)
H (0.234, -5.063, -3.723)
H (5.939, 6.153, 2.346)
H (-7.263, 3.025, 4.225)
H (-1.577, -5.582, -1.748)
H (0.851, 6.609, 6.678)
H (-6.559, -2.736, -0.545)
H (7.815, 4.013, 4.501)
H (-0.049, -5.217, -0.498)
H (0.038, -0.610, -1.265)
H (6.477, 6.856, 3.896)
H (2.586, -0.176, 1.283)
H (-0.805, -6.075, 2.115)
H (0.198, -6.003, -7.300)
H (-1.081, 1.571, -2.574)
H (0.840, -4.090, 2.681)
H (1.661, -5.021, -7.193)
H (4.619, 3.953, 6.487)
H (1.543, 0.976, -2.691)
H (-5.925, -4.361, -0.864)
H (-0.164, 1.683, -6.812)
H (-0.948, -2.477, -7.829)
H (-1.878, -2.038, 2.551)
H (4.364, -0.220, 5.955)
H (0.427, -2.345, -1.214)
H (7.131, 3.353, 2.994)
H (3.366, 1.989, 0.734)
H (-4.253, -1.013, -2.991)
H (-3.769, -0.596, 2.026)
H (0.585, 8.353, 4.891)
H (-2.035, -5.832, 0.845)
H (0.478, -3.312, -8.479)
H (-2.270, -5.123, 2.458)
H (-0.025, 4.225, 1.901)
H (-5.233, -3.941, -3.678)
H (0.377, 0.630, 1.335)
H (-3.267, 1.428, 3.654)
H (0.966, -5.730, -5.725)
H (-5.447, 1.424, 4.857)
H (-6.882, -3.528, -2.101)
H (3.380, -2.054, -1.119)
H (0.301, 1.077, 6.709)
H (2.357, 3.828, 1.532)
H (2.775, 0.111, 3.028)
H (4.218, 1.860, 2.273)
H (3.108, -0.826, -6.740)
H (-1.382, -5.176, -5.101)
H (-0.005, 2.735, -4.534)
H (2.618, -3.179, -2.264)
H (0.625, 2.961, 5.137)
H (-6.811, 4.732, 2.449)
H (0.342, -2.467, 2.176)
H (3.268, 0.465, -2.756)
H (2.077, -2.992, -7.315)
H (-5.665, -0.767, -1.940)
H (2.475, 0.295, -4.643)
H (3.804, -1.990, -2.851)
H (1.387, -1.208, -0.277)
H (2.150, -0.580, 7.072)
H (-1.079, -4.133, -8.458)
H (-5.844, -1.658, -3.468)
H (-1.442, 1.610, 2.648)
H (-2.134, -3.624, -5.646)
H (-2.179, -0.733, -1.683)
H (-2.020, -5.030, -6.716)
H (4.755, 6.911, 3.443)
H (-2.479, -1.561, -5.160)
H (-1.432, -0.435, -7.145)
H (-2.681, 3.361, 0.460)
H (5.939, 5.144, 6.587)
H (-4.137, -4.769, -2.553)
H (2.419, 0.590, -1.201)
H (0.874, -3.714, -0.140)
H (6.765, 2.584, 4.565)
H (1.471, 7.895, 2.582)
H (0.514, 0.523, 3.095)
H (4.283, 5.680, 6.201)
H (-5.174, -1.054, 0.032)
H (-0.659, -3.419, 3.325)
H (-4.709, 4.624, 1.103)
H (2.477, 5.695, 2.046)



# 6
The following is a DFT calculation (the ωB97M-V functional and the def2-TZVPD basis) of a 2-piece molecular cluster, C7H17N2 overall at a distorted geometry.

Summary:
- relative energy (zero: lowest compared OMol25 entry of this formula, charge and spin) (kJ/mol) = 345.95
- orbital gap (eV) = 9.157
- net charge = +1
- E_LUMO (eV) = -3.3

Positions of all 26 atoms, in Å:
N (0.963, 0.202, -0.026)
N (-1.922, -1.562, 1.052)
C (-0.420, 1.488, -1.634)
C (-0.201, 1.178, 2.022)
C (-1.861, -1.112, -0.172)
C (0.876, 1.346, 0.921)
C (1.557, -0.968, 0.482)
C (0.645, -0.841, -2.193)
C (0.331, 0.201, -1.178)
H (-0.694, 0.243, 1.878)
H (-0.899, 1.245, -2.553)
H (0.264, 1.179, 2.964)
H (-1.024, 1.626, -0.725)
H (-0.929, 1.966, 1.932)
H (0.090, -0.651, -3.271)
H (-2.823, -0.658, -0.421)
H (2.506, -1.212, -0.051)
H (0.244, 2.273, -1.651)
H (-1.115, -2.206, 1.444)
H (0.303, -1.832, -1.833)
H (0.659, 2.320, 0.304)
H (1.713, -0.854, -2.327)
H (0.921, -1.924, 0.344)
H (1.866, 1.279, 1.341)
H (1.739, -1.014, 1.570)
H (-2.790, -1.712, 1.782)



Molar mass, respectively: 171.08 1031.98 81.08 146.22 975.51 129.23 Da.